1) A 4-piece molecular cluster, C4H14O3 overall, computed with ωB97M-V/def2-TZVPD.

Results
gap between HOMO and LUMO (alpha / beta)	9.37 / 5.66	eV
net charge	+1
spin multiplicity	2
<S²>	0.753

Geometry (Å):
C1 -0.476 2.284 1.430
C2 0.613 1.847 0.419
C3 0.980 0.498 0.804
C4 2.146 0.150 1.511
H1 -1.190 1.504 1.674
H2 -1.095 3.072 1.020
H3 -0.060 2.612 2.380
H4 0.192 1.931 -0.584
H5 1.451 2.547 0.462
H6 0.108 -0.169 0.855
H7 2.205 -0.765 2.071
H8 2.949 0.854 1.643
H9 1.599 0.121 -3.194
H10 0.759 0.261 -1.918
O1 0.728 -0.074 -2.826
H11 -1.895 -1.419 -0.198
H12 -2.719 -0.099 -0.382
O2 -2.227 -0.628 0.249
H13 -0.071 -3.121 -0.560
H14 -1.040 -3.976 -1.289
O3 -1.027 -3.261 -0.630

These are the Mulliken partial charges, in e, on atoms 1 to 5: -1.2280 -0.1477 0.2653 -0.6492 0.3656

***

2) A 3-piece molecular cluster, C4H14O3 overall, computed with ωB97M-V/def2-TZVPD.

Results
gap between HOMO and LUMO (alpha / beta)	10.60 / 4.55	eV
net charge	+1
spin multiplicity	2
<S²>	0.754

Geometry (Å):
C1 -2.349 -0.494 -0.645
C2 -0.961 -0.475 -0.023
C3 0.115 -0.775 -1.049
C4 1.544 -0.912 -0.382
O1 0.114 0.190 -1.982
H1 -2.379 -1.170 -1.498
H2 -2.586 0.456 -1.135
H3 -3.087 -0.782 0.097
H4 -0.676 0.440 0.483
H5 -0.925 -1.255 0.736
H6 -0.045 -1.716 -1.638
H7 2.280 -1.031 -1.187
H8 1.755 0.060 0.092
H9 1.616 -1.743 0.307
H10 0.538 -0.112 -2.810
H11 1.415 2.124 -0.972
H12 1.869 3.151 -0.007
O2 2.140 2.281 -0.352
H13 -0.505 0.880 4.619
H14 0.324 0.675 3.343
O3 -0.197 0.207 3.999

These are the Mulliken partial charges, in e, on atoms 1 to 5: -1.1936 -0.4672 0.2785 -1.0802 -0.2892

***

Bottom line: 1), by a margin of 7.8 kJ/mol.

***

1) One molecule with the formula C9H6N2O2, computed with ωB97M-V/def2-TZVPD.

Results
gap between HOMO and LUMO	8.41	eV
net charge	0
spin multiplicity	1

Geometry (Å):
C1 -2.698 -2.510 -0.043
C2 -1.327 -2.881 -0.002
C3 -1.165 2.202 -0.018
C4 0.089 1.908 -0.053
C5 -0.262 -2.021 0.121
C6 -2.111 1.079 0.035
C7 -1.612 -0.175 0.009
C8 -3.521 1.048 0.033
C9 0.645 0.429 0.012
N1 -2.887 -1.230 -0.057
N2 -0.359 -0.650 0.058
O1 -4.460 1.762 0.016
O2 -3.971 -0.415 -0.014
H1 -1.271 -3.970 -0.113
H2 -1.675 3.141 -0.032
H3 0.942 2.559 -0.118
H4 0.761 -2.443 0.174
H5 1.223 0.330 -0.908
H6 1.361 0.632 0.881

These are the Mulliken partial charges, in e, on atoms 1 to 5: -0.4332 -0.3130 -0.5282 -0.6033 -0.1983

***

2) One molecule with the formula C9H6N2O2, computed with ωB97M-V/def2-TZVPD.

Results
gap between HOMO and LUMO	8.37	eV
net charge	0
spin multiplicity	1
SMILES	O=C(O)c1cnc2ccccc2n1

Geometry (Å):
C1 0.975 2.522 1.909
C2 0.697 1.247 1.296
C3 1.613 0.224 1.391
C4 0.522 -1.012 -0.176
C5 0.333 -2.167 -0.944
C6 -0.731 -2.283 -1.812
C7 -1.660 -1.270 -1.950
C8 -1.459 -0.106 -1.205
C9 -0.391 0.036 -0.298
H1 -0.761 2.892 1.167
H2 2.506 0.244 1.940
H3 0.985 -2.978 -0.831
H4 -0.962 -3.131 -2.419
H5 -2.544 -1.334 -2.514
H6 -2.346 0.617 -1.020
N1 1.488 -0.957 0.823
N2 -0.275 1.183 0.465
O1 0.003 3.406 1.622
O2 2.006 2.866 2.557

These are the Mulliken partial charges, in e, on atoms 1 to 5: 0.3295 0.7844 -0.3328 0.5858 -0.6092

***

Bottom line: 2), by a margin of 511.4 kJ/mol.

***

1) C35H52N7O2OsSi as an isolated structure, computed with ωB97M-V/def2-TZVPD.

Results
gap between HOMO and LUMO (alpha / beta)	5.09 / 5.44	eV
net charge	+3
spin multiplicity	5
<S²>	6.054

Geometry (Å):
Os1 -0.446 0.784 -0.202
C1 -5.316 -2.443 -4.257
C2 -4.153 -2.082 -3.419
C3 -3.410 -3.057 -2.743
C4 -2.316 -2.734 -1.930
C5 -1.617 -3.771 -1.266
N1 -0.565 -3.598 -0.461
C6 0.183 -4.634 0.224
C7 1.705 -4.416 0.084
C8 2.403 -3.918 1.344
N2 2.152 -2.489 1.580
C9 2.708 -1.799 2.528
C10 2.470 -0.433 2.833
C11 3.133 0.103 3.950
C12 2.917 1.394 4.408
C13 3.611 1.929 5.626
C14 1.993 2.162 3.718
C15 1.304 1.701 2.580
C16 0.336 2.593 2.020
N3 -0.370 2.444 0.940
C17 -1.474 3.391 0.707
C18 -1.471 4.040 -0.675
C19 -1.258 3.080 -1.861
N4 -1.602 1.675 -1.592
C20 -2.429 1.082 -2.391
C21 -2.734 -0.322 -2.456
C22 -3.792 -0.712 -3.277
C23 -1.952 -1.312 -1.791
O1 -0.896 -1.016 -1.124
C24 1.552 0.382 2.086
O2 0.992 -0.098 1.029
H1 -5.356 -3.507 -4.475
H2 -5.316 -1.871 -5.187
H3 -6.242 -2.170 -3.733
H4 -3.684 -4.099 -2.855
H5 -1.954 -4.790 -1.416
H6 -0.264 -2.641 -0.357
H7 -0.105 -5.600 -0.188
H8 -0.100 -4.640 1.282
H9 1.897 -3.717 -0.736
H10 2.174 -5.358 -0.197
H11 3.479 -4.076 1.254
H12 2.067 -4.491 2.211
H13 1.520 -1.976 0.971
H14 3.404 -2.343 3.162
H15 3.828 -0.532 4.489
H16 4.467 1.319 5.903
H17 2.924 1.940 6.475
H18 3.941 2.956 5.474
H19 1.785 3.167 4.069
H20 0.169 3.500 2.598
H21 -1.460 4.179 1.461
H22 -2.399 2.827 0.844
H23 -0.697 4.806 -0.720
H24 -2.429 4.547 -0.785
H25 -0.204 3.082 -2.144
H26 -1.821 3.444 -2.721
H27 -2.947 1.698 -3.125
H28 -4.356 0.045 -3.808
C25 -3.727 -1.575 2.647
Si1 -3.627 -0.017 1.563
C26 -4.122 1.525 2.513
C27 -4.782 -0.256 0.099
C28 -1.702 -0.016 1.332
H29 -4.756 -1.730 2.979
H30 -3.101 -1.470 3.535
H31 -3.410 -2.465 2.100
H32 -5.067 1.321 3.023
H33 -4.296 2.393 1.873
H34 -3.397 1.801 3.280
H35 -5.801 -0.297 0.492
H36 -4.602 -1.191 -0.433
H37 -4.749 0.567 -0.617
H38 -1.399 -1.067 1.358
H39 -1.326 0.425 2.261
C29 5.085 2.004 -0.399
C30 3.917 2.772 0.185
N5 2.669 2.174 -0.281
C31 2.508 1.422 -1.391
N6 1.276 0.979 -1.666
C32 1.101 0.280 -2.947
C33 2.323 -0.542 -3.313
C34 3.503 0.400 -3.388
N7 3.584 1.185 -2.156
C35 4.858 1.860 -1.892
H40 5.158 1.016 0.061
H41 6.016 2.536 -0.213
H42 3.969 3.821 -0.118
H43 3.930 2.734 1.276
H44 1.825 2.447 0.184
H45 0.906 1.017 -3.736
H46 0.229 -0.362 -2.890
H47 2.174 -1.046 -4.267
H48 2.501 -1.298 -2.543
H49 3.400 1.069 -4.247
H50 4.438 -0.146 -3.505
H51 4.871 2.841 -2.377
H52 5.649 1.262 -2.341

These are the Mulliken partial charges, in e, on atoms 1 to 5: 0.6263 -1.5471 0.4558 -1.3488 0.6823

***

2) C35H52N7O2OsSi as an isolated structure, computed with ωB97M-V/def2-TZVPD.

Results
gap between HOMO and LUMO (alpha / beta)	3.82 / 6.04	eV
net charge	+3
spin multiplicity	5
<S²>	6.051

Geometry (Å):
Os1 0.456 0.277 0.348
C1 -3.973 1.724 5.705
C2 -3.057 1.771 4.536
C3 -3.140 2.786 3.595
C4 -2.248 2.932 2.505
C5 -2.422 4.153 1.806
N1 -1.655 4.885 1.012
C6 -0.269 4.738 0.643
C7 -0.008 5.536 -0.640
C8 1.369 5.245 -1.243
N2 1.409 3.900 -1.743
C9 1.853 3.490 -2.909
C10 1.922 2.130 -3.278
C11 2.495 1.800 -4.519
C12 2.703 0.486 -4.914
C13 3.288 0.184 -6.247
C14 2.403 -0.534 -4.014
C15 1.835 -0.273 -2.748
C16 1.724 -1.345 -1.818
N3 1.366 -1.331 -0.553
C17 1.659 -2.612 0.113
C18 1.221 -2.724 1.569
C19 1.583 -1.485 2.393
N4 0.555 -0.478 2.181
C20 -0.200 -0.174 3.192
C21 -1.208 0.834 3.251
C22 -2.052 0.826 4.370
C23 -1.313 1.859 2.251
O1 -0.630 1.802 1.154
C24 1.487 1.070 -2.404
O2 0.787 1.326 -1.345
H1 -4.847 2.351 5.552
H2 -3.460 2.083 6.598
H3 -4.278 0.703 5.918
H4 -3.898 3.544 3.734
H5 -3.364 4.638 2.037
H6 -2.045 5.784 0.752
H7 -0.057 3.672 0.527
H8 0.370 5.120 1.451
H9 -0.071 6.604 -0.419
H10 -0.773 5.299 -1.384
H11 2.138 5.371 -0.473
H12 1.587 5.939 -2.056
H13 1.101 3.163 -1.110
H14 2.227 4.225 -3.609
H15 2.800 2.601 -5.172
H16 3.210 1.037 -6.917
H17 2.811 -0.679 -6.702
H18 4.345 -0.064 -6.143
H19 2.652 -1.552 -4.272
H20 2.083 -2.298 -2.209
H21 2.745 -2.755 0.077
H22 1.204 -3.430 -0.456
H23 1.720 -3.594 1.995
H24 0.141 -2.883 1.644
H25 2.552 -1.076 2.081
H26 1.658 -1.745 3.453
H27 -0.052 -0.718 4.124
H28 -1.940 0.034 5.093
C25 -2.139 -4.980 -1.289
Si1 -3.229 -3.430 -1.210
C26 -4.429 -3.462 0.266
C27 -4.047 -3.049 -2.891
C28 -1.837 -2.027 -0.911
H29 -2.754 -5.854 -1.476
H30 -1.611 -5.156 -0.355
H31 -1.402 -4.933 -2.087
H32 -5.223 -4.174 0.059
H33 -4.911 -2.517 0.501
H34 -3.932 -3.809 1.169
H35 -4.651 -3.905 -3.181
H36 -3.313 -2.914 -3.682
H37 -4.709 -2.187 -2.892
H38 -1.535 -2.031 0.138
H39 -0.964 -2.308 -1.494
C29 -2.057 1.110 -4.909
C30 -1.273 -0.185 -4.760
N5 -1.400 -0.663 -3.394
C31 -2.359 -0.288 -2.535
N6 -2.246 -0.669 -1.238
C32 -3.127 -0.019 -0.276
C33 -4.542 0.076 -0.825
C34 -4.511 0.838 -2.138
N7 -3.366 0.469 -2.954
C35 -3.450 0.885 -4.346
H40 -2.121 1.393 -5.958
H41 -1.562 1.914 -4.357
H42 -0.214 -0.028 -4.979
H43 -1.656 -0.944 -5.451
H44 -0.618 -1.178 -3.025
H45 -2.728 0.979 -0.067
H46 -3.115 -0.602 0.644
H47 -5.201 0.581 -0.118
H48 -4.915 -0.934 -0.989
H49 -4.469 1.918 -1.962
H50 -5.420 0.627 -2.709
H51 -4.041 1.800 -4.385
H52 -3.973 0.117 -4.926

These are the Mulliken partial charges, in e, on atoms 1 to 5: 1.9690 -1.6356 -0.0645 -1.1539 1.0487

***

Bottom line: 1), by a margin of 15.7 kJ/mol.

***

1) One molecule with the formula C3H2ClFO2, computed with ωB97M-V/def2-TZVPD.

Results
gap between HOMO and LUMO	8.98	eV
net charge	0
spin multiplicity	1
SMILES	FC1=C(Cl)OCO1

Geometry (Å):
C1 0.644 -0.915 -0.031
C2 1.076 0.408 0.067
C3 -1.257 0.188 0.002
O1 -0.701 -1.042 -0.035
O2 -0.111 1.178 0.216
F1 1.416 -1.993 0.089
Cl1 2.533 1.318 -0.097
H1 -1.551 0.504 -0.972
H2 -2.048 0.355 0.760

These are the Mulliken partial charges, in e, on atoms 1 to 5: 0.3361 0.3032 -0.0353 -0.2855 -0.4062

***

2) One molecule with the formula C3H2ClFO2, computed with ωB97M-V/def2-TZVPD.

Results
gap between HOMO and LUMO	10.71	eV
net charge	0
spin multiplicity	1
SMILES	O=CO/C=C(/F)Cl

Geometry (Å):
C1 0.922 -0.158 -1.379
C2 0.044 -0.348 -0.483
C3 -0.857 0.328 1.667
H1 -0.777 -1.093 -0.622
H2 -0.597 0.965 2.546
O1 0.089 0.448 0.707
O2 -1.838 -0.354 1.533
F1 0.838 -0.764 -2.574
Cl1 2.176 0.975 -1.396

These are the Mulliken partial charges, in e, on atoms 1 to 5: 0.4597 -0.2410 0.1981 0.3199 0.3428

***

Bottom line: 2), by a margin of 131.1 kJ/mol.

***

1) One molecule with the formula C4H10S, computed with ωB97M-V/def2-TZVPD.

Results
gap between HOMO and LUMO	9.61	eV
net charge	0
spin multiplicity	1
SMILES	CCCSC

Geometry (Å):
C1 1.906 0.153 1.149
C2 0.641 0.460 0.333
C3 -0.353 -0.661 0.566
S1 -2.090 -0.044 0.085
C4 -1.800 0.136 -1.713
H1 2.740 -0.347 0.619
H2 2.484 0.880 1.718
H3 1.652 -0.563 1.932
H4 0.800 0.610 -0.733
H5 0.262 1.410 0.714
H6 -0.508 -0.928 1.619
H7 -0.288 -1.622 0.069
H8 -1.249 -0.630 -2.271
H9 -2.818 0.046 -2.105
H10 -1.379 1.102 -1.982

These are the Mulliken partial charges, in e, on atoms 1 to 5: -1.1465 -0.1683 -0.7803 -0.1141 -0.8750

***

2) C4H10S as an isolated structure, computed with ωB97M-V/def2-TZVPD.

Results
gap between HOMO and LUMO	4.56	eV
net charge	0
spin multiplicity	1

Geometry (Å):
C1 1.919 -0.853 -0.466
C2 0.539 -1.735 0.558
C3 0.599 -1.568 -0.839
S1 -0.686 1.218 -0.330
C4 -1.697 1.507 1.196
H1 2.159 -0.249 -1.353
H2 2.773 -1.504 -0.289
H3 1.807 -0.051 0.285
H4 0.847 -2.684 0.988
H5 0.072 -0.980 1.182
H6 -0.091 -0.851 -1.294
H7 0.671 -2.476 -1.431
H8 -1.169 1.064 2.035
H9 -2.669 1.018 1.108
H10 -1.871 2.577 1.218

These are the Mulliken partial charges, in e, on atoms 1 to 5: -0.9476 -0.1321 -0.1229 -0.5310 -0.7545

***

Bottom line: 1), by a margin of 420.1 kJ/mol.